(1)
The molecule C18H20F2N2O3S at a distorted geometry. Source: the OMol25 dataset; level of theory: wB97M-V/def2-TZVPD.

HOMO level in Eh: -0.3196
Kohn-Sham gap in Ha: 0.34422
LUMO energy in hartree: 0.0246
Total charge: 0
SMILES string: Cc1cc(F)ccc1NC(=O)CCCN(C)S(=O)(=O)c1ccc(F)cc1

Last column: natural (NBO) charge in e.
Positions of all 46 atoms, in Å:
C: 2.6370 3.4991 0.2939  -0.284
H: -1.2559 -0.0081 -2.2621  0.243
C: -2.9257 1.3120 -2.0416  -0.291
C: 1.4319 3.6492 0.9628  0.418
H: -5.2236 1.1042 0.4311  0.226
F: 1.2452 4.7464 1.7156  -0.315
H: 0.2283 -3.1513 2.0606  0.229
H: 0.9599 -2.6308 -0.8704  0.228
H: -3.8429 -2.1334 1.1515  0.218
C: 4.2414 -0.7388 -0.0691  -0.424
H: 1.3690 -0.7960 0.9828  0.208
C: 1.8228 1.4187 -0.5605  -0.370
N: -1.5682 -1.5919 -0.2303  -0.628
H: 4.7174 -0.3684 -0.9736  0.239
C: 0.6198 1.5841 0.1011  -0.173
H: 3.3966 4.2597 0.3791  0.237
H: -0.5967 -3.8568 0.6567  0.227
S: 2.1497 -0.0767 -1.4975  2.339
C: 0.4151 2.7131 0.8759  -0.264
F: -4.8088 2.6550 -1.5800  -0.327
H: -4.9738 -0.8753 1.6854  0.214
O: -1.0981 -1.0254 1.9187  -0.627
H: 1.8319 -3.7023 0.2215  0.213
C: -4.0212 1.6072 -1.2509  0.403
C: -3.9470 -1.0767 1.3930  -0.643
H: 4.7804 -1.6187 0.2821  0.211
H: -3.2907 -0.8695 2.2382  0.256
C: -3.5569 -0.2328 0.2239  0.017
H: 4.2712 0.0363 0.7068  0.183
N: 2.8950 -1.1153 -0.4234  -0.667
C: -4.3449 0.8516 -0.1419  -0.281
C: -2.1307 0.2424 -1.6803  -0.206
C: 2.0409 -1.5956 0.6478  -0.240
H: -0.5116 2.8662 1.4046  0.244
H: 3.7408 2.2103 -1.0283  0.242
H: 2.6685 -1.8753 1.4963  0.215
H: -2.7055 1.9086 -2.9117  0.232
C: -0.9460 -1.7632 0.9666  0.694
O: 0.8976 -0.6693 -1.8776  -0.971
C: -2.4231 -0.5129 -0.5471  0.106
C: -0.0430 -2.9878 1.0162  -0.499
H: -0.1589 0.8479 -0.0040  0.254
C: 2.8290 2.3643 -0.4738  -0.164
H: -1.1307 -2.0261 -1.0316  0.412
C: 1.2205 -2.7999 0.1735  -0.400
O: 3.0941 0.2219 -2.5299  -0.935

(2)
A structure of composition C18H20F2NO4Tc at a distorted geometry. Source: the OMol25 dataset; level of theory: wB97M-V/def2-TZVPD.

HOMO level (alpha / beta) in Eh: -0.4543 / -0.4416
Kohn-Sham gap (alpha / beta) in Ha: 0.26716 / 0.24462
LUMO energy (alpha / beta) in hartree: -0.1872 / -0.1970
Total charge: +1
2S+1: 2

Last column: natural (NBO) charge in e.
Positions of all 46 atoms, in Å:
O: 5.6118 2.5680 -3.2402  -0.356
C: -1.1486 -1.8032 0.5723  0.020
O: 5.1433 1.3174 -4.9304  -0.346
H: 2.7629 2.4687 0.4906  0.187
O: 0.1786 0.0917 -1.4038  -0.665
C: 2.7898 0.4836 -3.8448  -0.090
H: -3.8327 -0.0183 3.2229  0.243
C: -0.2969 -1.5068 1.6878  0.000
F: -2.9708 1.4926 -0.8104  -0.336
C: 3.6624 1.3408 -3.1697  -0.019
H: 3.0468 0.1552 -4.8425  0.268
C: -3.2526 0.5875 2.5218  -0.644
C: 1.3233 0.5149 -1.9519  0.484
H: -2.8331 1.4277 3.0692  0.242
H: 1.6376 -1.5589 2.6300  0.240
H: -3.9356 0.9837 1.7752  0.244
C: 2.2140 1.3688 -1.2869  -0.318
C: -0.9433 -0.5256 2.4768  -0.054
C: -0.4613 0.0410 3.7794  -0.636
H: 4.1027 2.4516 -1.4263  0.265
H: -1.3356 -2.5309 -1.4484  0.241
C: 2.0032 1.8306 0.0344  0.469
H: -4.2490 -0.4225 0.0113  0.245
C: -0.9266 -2.8432 -0.4891  -0.655
C: -1.8436 1.8720 -0.1695  0.419
H: 0.9309 -0.5835 -3.7419  0.249
H: 0.8563 -3.1239 2.4120  0.261
C: 1.6274 0.0739 -3.2406  -0.282
C: 1.0239 -2.1464 1.9500  -0.651
H: -0.8912 -0.5269 4.6060  0.244
Tc: -0.5684 0.3159 0.3585  1.037
H: 1.5879 -2.3209 1.0325  0.237
O: 1.0124 1.5531 0.7480  -0.586
N: 4.9196 1.7722 -3.8331  0.536
H: -1.2847 2.5355 -0.8363  0.159
C: -2.1862 -0.2714 1.9124  0.016
H: -4.0259 -2.1723 0.0948  0.242
H: -1.4314 -3.7665 -0.1978  0.244
H: -0.7650 1.0796 3.8975  0.241
H: 0.1290 -3.0722 -0.6332  0.230
H: 0.6226 -0.0051 3.8746  0.231
C: 3.4064 1.7872 -1.9205  -0.084
F: -2.2718 2.6135 0.8915  -0.341
C: -3.5349 -1.2256 -0.1459  -0.640
C: -2.3185 -1.0622 0.7186  -0.034
H: -3.2853 -1.2403 -1.2047  0.240

(3)
A structure of composition C18H20F3N3O at a distorted geometry. Source: the OMol25 dataset; level of theory: wB97M-V/def2-TZVPD.

HOMO level in Eh: -0.3167
Kohn-Sham gap in Ha: 0.33464
LUMO energy in hartree: 0.0179
ΔE to the lowest compared entry with this formula, charge and spin in kcal per mole: 376.6
Total charge: 0

Last column: natural (NBO) charge in e.
Positions of all 45 atoms, in Å:
C: 2.6548 -1.7297 2.0199  -0.037
N: 2.1248 2.2109 -1.8680  -0.109
H: -4.7014 3.7822 -1.6092  0.255
C: -2.8076 4.0343 -2.9571  -0.237
C: -4.2776 1.4830 -0.8068  0.965
H: 0.8485 0.6425 1.6899  0.231
C: -3.2047 2.1655 -1.8712  -0.100
C: 1.7862 -1.7378 3.4113  -0.440
F: -5.3557 2.0293 -0.4997  -0.293
C: -3.6592 3.4868 -2.1307  -0.190
F: -4.5302 0.2724 -1.1883  -0.335
H: 3.8693 -1.2831 2.1055  0.204
H: -0.0682 -1.1978 2.7185  0.177
H: 2.2457 -2.3531 4.2115  0.219
C: 0.5658 -2.0458 3.2777  -0.376
C: 1.1298 -1.9651 0.5590  -0.256
C: -2.0105 1.6421 -2.0582  -0.189
C: 2.7302 -3.1439 1.7505  -0.423
N: 0.4261 0.7135 -1.1128  -0.469
C: 0.9186 1.4408 -2.2338  0.261
F: -3.7538 1.1862 0.4063  -0.362
H: -0.0406 0.6676 -3.7086  0.264
H: 0.1234 -2.2355 4.0840  0.202
H: 0.0817 -1.5628 0.4782  0.212
H: -1.8214 0.4790 -1.7000  0.275
C: 1.6455 0.9789 -0.2075  0.442
C: -1.0973 2.4182 -2.8257  -0.086
N: 2.1537 -1.1736 0.8701  -0.441
H: 3.3633 -3.4437 0.6059  0.180
C: 1.7610 0.3432 1.2041  -0.312
H: 1.3074 -2.1489 -0.5366  0.194
C: 0.2544 -3.4326 2.3401  -0.379
C: -1.6344 3.4669 -3.4064  -0.128
H: 2.8021 -4.1660 2.2693  0.256
H: 0.7003 2.3467 -4.0973  0.221
H: -0.8524 4.1400 -4.1755  0.213
O: 2.5885 1.8872 -0.8122  -0.185
H: 1.0831 -3.9749 0.6513  0.165
C: -0.0330 1.6758 -3.2740  -0.464
C: 1.1838 -3.3048 1.1983  -0.181
H: -3.0947 4.9594 -3.2354  0.210
H: -0.6632 -3.5707 1.9252  0.206
H: 2.0390 -0.6343 3.7443  0.209
H: 0.5729 -4.2192 2.9349  0.188
H: 2.6461 0.8707 1.8589  0.243

(4)
A structure of composition C18H20IIrN5PS2 at a distorted geometry. Source: the OMol25 dataset; level of theory: wB97M-V/def2-TZVPD.

HOMO level (alpha / beta) in Eh: -0.6023 / -0.6014
Kohn-Sham gap (alpha / beta) in Ha: 0.15868 / 0.13437
LUMO energy (alpha / beta) in hartree: -0.4436 / -0.4671
ΔE to the lowest compared entry with this formula, charge and spin in kcal per mole: 61.1
Total charge: +3
2S+1: 2

Last column: natural (NBO) charge in e.
Positions of all 48 atoms, in Å:
S: 0.0174 3.9683 2.8761  0.623
H: 4.5086 -2.1671 -0.0448  0.276
C: 4.9747 -0.0497 -0.0717  -0.073
N: -3.5404 -0.5370 -2.7075  -0.362
N: -3.6583 -2.4931 -1.3516  -0.430
H: -3.8968 1.1154 0.2272  0.238
H: -0.1229 7.2688 -0.7846  0.270
H: -2.7083 -2.4068 -3.2261  0.221
H: -3.9582 -0.3715 1.1965  0.253
H: -4.4771 -2.3265 -3.2636  0.246
H: 2.6051 2.3437 0.2236  0.212
P: -2.0657 -0.4676 -0.3878  0.712
Ir: 0.0057 0.1241 0.5316  0.646
C: -4.8575 -1.9756 -0.7003  -0.075
C: 4.1312 -1.1552 0.0136  -0.243
C: -0.0808 6.2369 -0.4602  -0.031
H: 0.0036 3.0919 -1.8162  0.248
C: 4.4330 1.2259 0.0004  -0.209
C: -0.0453 5.9554 0.8925  -0.213
H: -1.6176 -2.8004 -1.1062  0.231
S: -0.0960 0.8861 2.9421  0.436
H: -5.7362 -2.2922 -1.2593  0.241
C: -3.8256 0.0264 0.1888  -0.432
H: -2.5632 -2.7605 0.3925  0.248
H: -5.6186 -0.3284 -2.5995  0.245
C: -2.4594 -2.3192 -0.6017  -0.464
H: -0.0689 5.4766 -2.4904  0.268
C: 3.0649 1.3670 0.1602  0.069
H: 5.0582 2.1050 -0.0633  0.271
C: -0.0280 3.8881 -1.0840  -0.254
H: -4.7093 1.0905 -2.0542  0.218
C: -0.0590 5.2049 -1.4433  -0.119
N: -4.7939 -0.5121 -0.6911  -0.409
C: -4.7365 0.0005 -2.0537  -0.077
I: 1.3259 -2.4199 0.3739  0.511
C: -0.0143 4.6242 1.2784  -0.175
H: -2.3057 1.0834 -2.3374  0.237
C: -0.0259 3.5744 0.2883  0.299
N: 2.2478 0.3110 0.2362  -0.568
H: -1.4795 -0.4141 -2.8022  0.243
H: -0.0512 6.7475 1.6294  0.277
C: -0.0273 2.3739 2.1707  -0.173
C: -2.3163 -0.0037 -2.2375  -0.421
C: 2.7916 -0.9015 0.1713  0.097
C: -3.5884 -2.0060 -2.7226  -0.079
N: -0.0412 2.3452 0.8354  -0.529
H: -4.9348 -2.3610 0.3163  0.226
H: 6.0407 -0.1910 -0.1939  0.275

(5)
The molecule C18H20N2O2. Source: the OMol25 dataset; level of theory: wB97M-V/def2-TZVPD.

HOMO level in Eh: -0.3224
Kohn-Sham gap in Ha: 0.34230
LUMO energy in hartree: 0.0199
ΔE to the lowest compared entry with this formula, charge and spin in kcal per mole: 13.6
Total charge: 0
SMILES string: O=C(Cc1ccccc1)c1c[nH]c(C(=O)NC2CCCC2)c1

Last column: natural (NBO) charge in e.
Positions of all 42 atoms, in Å:
C: -2.8899 -2.7240 1.8280  -0.224
C: -2.3118 -2.6658 -2.4217  -0.550
N: 2.0384 -0.9512 -1.8058  -0.461
H: 1.5318 3.7069 -0.6429  0.223
H: 1.8909 4.4791 3.0624  0.190
C: -0.8532 -2.8758 -2.8016  0.585
H: -2.8934 -3.4671 -2.8864  0.245
C: 0.0990 -1.9193 -2.2445  -0.264
H: 3.3934 3.5429 3.1157  0.213
H: 2.0278 -2.6758 -3.0434  0.229
H: -3.8675 -1.0157 -0.9159  0.209
O: 2.7081 1.2647 -0.3598  -0.652
C: -2.0603 -3.6526 1.2221  -0.195
C: 0.7461 2.7458 1.1554  -0.044
C: -0.1378 -0.8001 -1.4104  -0.227
H: 0.7848 4.8182 0.5087  0.202
C: 1.6613 2.4468 2.3605  -0.415
H: -1.0932 -0.4746 -1.0518  0.223
C: -3.5405 -1.7785 1.0544  -0.195
H: 3.4967 3.4812 0.6693  0.223
H: -0.3779 1.1979 0.2510  0.400
O: -0.5082 -3.7846 -3.5272  -0.549
H: 3.0163 -0.7030 -1.7626  0.441
N: 0.5482 1.5862 0.3030  -0.596
C: 2.7546 4.1462 1.1093  -0.406
C: 1.4711 -1.9683 -2.4618  0.045
C: -3.3554 -1.7570 -0.3171  -0.264
C: 1.4101 3.9298 0.4151  -0.413
H: 3.1031 5.1744 1.0284  0.206
H: -2.6462 -1.7134 -2.8397  0.229
H: -3.0314 -2.7388 2.8985  0.214
H: -1.5536 -4.3956 1.8201  0.215
C: -1.8788 -3.6328 -0.1488  -0.244
C: 2.4819 3.7188 2.5474  -0.398
H: -1.2337 -4.3598 -0.6205  0.220
C: 1.5299 0.9435 -0.3683  0.653
H: -4.1942 -1.0545 1.5194  0.211
H: 1.0931 2.1678 3.2469  0.207
H: -0.2497 3.0348 1.5009  0.203
H: 2.3266 1.6252 2.0981  0.222
C: 1.0834 -0.2211 -1.1518  -0.001
C: -2.5202 -2.6810 -0.9328  0.089